1.
Below is C2HF6FeNO5S2 as an isolated structure, with properties calculated with ωB97M-V/def2-TZVPD.

HOMO-LUMO gap (alpha / beta): 8.203 / 7.522 eV
net charge: 0
E_LUMO (alpha / beta): -1.346 / -2.083 eV
spin multiplicity: 5
highest occupied orbital energy (alpha / beta): -0.3509 / -0.3530 Ha

Positions of all 18 atoms, in Å:
Fe (-1.157, -1.740, -0.214)
N (0.396, 1.389, 0.477)
S (-0.025, 0.503, 1.699)
O (-0.522, 1.306, 2.802)
O (-0.859, -0.692, 1.331)
C (1.530, -0.320, 2.329)
F (2.386, 0.607, 2.710)
F (2.062, -1.045, 1.360)
F (1.228, -1.097, 3.352)
S (0.504, 0.752, -1.043)
O (1.693, 1.328, -1.721)
C (-0.929, 1.711, -1.780)
F (-2.060, 1.344, -1.198)
F (-0.758, 3.012, -1.637)
F (-0.990, 1.423, -3.072)
O (-0.882, -3.257, -1.414)
H (-1.453, -3.430, -2.172)
O (-0.165, -1.797, -1.808)



2.
Below is C37H66AsBeN2PS as an isolated structure, with properties calculated with ωB97M-V/def2-TZVPD.

HOMO-LUMO gap: 8.774 eV
net charge: +2
E_LUMO: -5.244 eV
highest occupied orbital energy: -0.5151 Ha

Positions of all 109 atoms, in Å:
Be (0.291, -0.401, -0.004)
C (0.010, 6.091, 1.108)
C (1.078, 5.123, 1.648)
C (1.092, 5.150, 3.175)
C (0.761, 3.779, 1.061)
C (1.421, 3.331, -0.082)
C (0.947, 2.296, -0.862)
C (1.628, 2.056, -2.191)
C (1.204, 3.093, -3.245)
C (3.159, 2.092, -2.063)
C (-0.246, 1.564, -0.470)
C (-0.905, 2.064, 0.716)
C (-0.358, 3.075, 1.480)
C (-2.321, 1.676, 1.037)
C (-3.282, 2.810, 0.655)
C (-2.491, 1.326, 2.515)
C (-1.217, 1.280, -1.599)
C (-1.700, 2.453, -2.182)
C (-2.596, 2.432, -3.232)
C (-3.011, 1.215, -3.746)
C (-2.575, 0.042, -3.164)
C (-1.704, 0.052, -2.069)
P (-1.202, -1.491, -1.253)
C (-2.776, -2.355, -0.561)
C (-3.304, -1.519, 0.601)
C (-3.929, -2.501, -1.551)
C (-2.360, -3.719, -0.001)
C (-0.463, -2.604, -2.610)
C (0.315, -1.658, -3.523)
C (-1.425, -3.419, -3.467)
C (0.512, -3.576, -1.939)
H (0.233, 7.103, 1.432)
H (-0.981, 5.829, 1.474)
H (-0.010, 6.078, 0.021)
H (2.056, 5.456, 1.283)
H (0.125, 4.893, 3.599)
H (1.345, 6.150, 3.517)
H (1.841, 4.462, 3.559)
H (2.276, 3.900, -0.412)
H (1.312, 1.071, -2.554)
H (1.331, 4.108, -2.881)
H (0.168, 2.961, -3.541)
H (1.824, 2.981, -4.131)
H (3.518, 3.111, -1.948)
H (3.626, 1.691, -2.960)
H (3.505, 1.525, -1.201)
H (-0.902, 3.429, 2.342)
H (-2.577, 0.821, 0.416)
H (-2.998, 3.750, 1.121)
H (-4.287, 2.548, 0.978)
H (-3.300, 2.956, -0.423)
H (-2.395, 2.215, 3.131)
H (-1.739, 0.595, 2.819)
H (-3.478, 0.910, 2.695)
H (-1.361, 3.401, -1.791)
H (-2.950, 3.361, -3.646)
H (-3.676, 1.186, -4.591)
H (-2.906, -0.895, -3.581)
H (-3.826, -0.639, 0.237)
H (-2.493, -1.226, 1.266)
H (-4.021, -2.113, 1.164)
H (-4.197, -1.544, -1.987)
H (-4.798, -2.857, -1.001)
H (-3.743, -3.216, -2.342)
H (-1.561, -3.599, 0.733)
H (-2.043, -4.419, -0.771)
H (-3.213, -4.164, 0.511)
H (-0.355, -1.107, -4.180)
H (1.015, -2.223, -4.132)
H (0.870, -0.938, -2.927)
H (-2.184, -2.809, -3.944)
H (-1.898, -4.218, -2.906)
H (-0.847, -3.881, -4.264)
H (1.273, -3.049, -1.367)
H (1.001, -4.170, -2.710)
H (-0.002, -4.264, -1.275)
C (-1.592, -2.460, 3.757)
C (-0.358, -1.576, 3.882)
As (0.620, -1.241, 2.201)
C (1.294, -3.069, 1.847)
C (1.707, -3.944, 3.026)
C (2.086, -0.122, 2.884)
C (2.657, -0.432, 4.262)
H (-2.031, -2.623, 4.740)
H (-1.338, -3.433, 3.331)
H (-2.348, -1.999, 3.128)
H (0.383, -2.070, 4.517)
H (-0.606, -0.617, 4.347)
H (2.145, -2.968, 1.174)
H (0.501, -3.578, 1.286)
H (2.512, -3.488, 3.600)
H (2.069, -4.897, 2.642)
H (0.873, -4.155, 3.693)
H (1.662, 0.890, 2.890)
H (2.890, -0.123, 2.146)
H (1.910, -0.281, 5.039)
H (3.482, 0.248, 4.464)
H (3.048, -1.445, 4.340)
C (4.773, -2.791, 0.192)
N (4.490, -2.252, -1.116)
C (3.515, -1.435, -1.479)
N (3.443, -1.091, -2.766)
S (2.450, -0.814, -0.278)
H (5.850, -2.876, 0.303)
H (4.338, -3.787, 0.300)
H (4.392, -2.134, 0.970)
H (5.106, -2.588, -1.846)
H (4.150, -1.387, -3.424)
H (2.798, -0.380, -3.065)



3.
Below is C38H52AlN2O2P2 as an isolated structure, with properties calculated with ωB97M-V/def2-TZVPD.

HOMO-LUMO gap (alpha / beta): 5.515 / 5.515 eV
net charge: +1
E_LUMO (alpha / beta): -3.550 / -3.550 eV
highest occupied orbital energy (alpha / beta): -0.3332 / -0.3331 Ha

Positions of all 97 atoms, in Å:
Al (0.669, -0.604, 0.816)
C (-2.528, -1.482, 1.239)
C (-2.298, -2.776, 0.715)
C (-0.375, -2.156, 1.847)
C (-1.349, -1.044, 1.960)
C (-1.009, -3.189, 1.049)
C (-3.874, -0.865, 1.326)
H (-4.366, -0.873, 0.346)
H (-3.798, 0.173, 1.656)
H (-4.562, -1.393, 2.014)
C (-1.429, -0.201, 3.190)
H (-2.155, 0.621, 3.086)
H (-0.453, 0.232, 3.466)
H (-1.763, -0.758, 4.093)
C (0.796, -2.402, 2.755)
H (1.112, -3.460, 2.676)
H (0.601, -2.115, 3.808)
H (1.689, -1.820, 2.404)
C (-0.442, -4.526, 0.768)
H (-0.749, -5.220, 1.571)
H (0.655, -4.500, 0.753)
H (-0.795, -4.971, -0.184)
C (-3.304, -3.682, 0.071)
H (-3.422, -4.595, 0.679)
H (-2.990, -4.012, -0.932)
H (-4.290, -3.206, -0.008)
C (-2.102, 1.252, -1.818)
C (-3.005, 0.462, -2.433)
C (-3.013, -1.034, -2.434)
C (-1.777, -1.479, -3.262)
C (-0.667, -2.090, -2.535)
C (0.192, -1.302, -1.806)
C (0.453, 0.187, -1.813)
C (-0.600, 1.337, -1.952)
H (-3.959, -1.452, -2.845)
H (-1.337, -0.499, -3.653)
H (-2.910, -1.329, -1.377)
H (-0.313, 1.978, -2.813)
H (-2.452, 1.880, -0.996)
H (-3.929, 0.979, -2.750)
H (-0.350, 2.024, -1.139)
H (0.979, 0.468, -0.821)
H (1.083, -1.789, -1.363)
H (1.275, 0.403, -2.550)
H (-2.102, -2.129, -4.088)
H (-0.594, -3.180, -2.441)
P (-1.477, 1.158, -4.544)
C (-1.621, 2.822, -5.289)
C (-2.678, 0.219, -5.583)
P (0.981, -0.890, -4.418)
C (0.141, 0.610, -5.224)
C (0.293, -2.178, -5.538)
C (2.632, -0.732, -5.165)
H (-0.716, 3.401, -5.067)
H (-2.508, 3.352, -4.914)
H (-1.714, 2.692, -6.375)
H (-2.489, 0.529, -6.620)
H (-3.700, 0.503, -5.282)
H (-2.568, -0.874, -5.503)
H (2.531, -0.400, -6.204)
H (3.099, -1.722, -5.135)
H (3.242, -0.024, -4.590)
H (0.829, 1.479, -5.145)
H (-0.046, 0.421, -6.303)
H (0.990, -3.026, -5.486)
H (0.260, -1.822, -6.579)
H (-0.698, -2.542, -5.250)
O (-0.958, 2.925, 1.461)
C (0.143, 2.504, 1.763)
N (1.224, 3.145, 2.388)
C (2.086, 2.136, 3.015)
C (1.864, 1.012, 2.043)
O (2.476, -0.032, 1.595)
N (0.645, 1.190, 1.482)
C (3.496, 2.644, 3.287)
C (4.624, 1.917, 2.918)
C (5.899, 2.369, 3.292)
C (6.053, 3.563, 4.005)
C (4.912, 4.303, 4.348)
C (3.635, 3.835, 4.010)
C (1.421, 1.569, 4.276)
C (1.872, 0.321, 4.717)
C (1.212, -0.328, 5.763)
C (0.119, 0.295, 6.377)
C (-0.296, 1.560, 5.965)
C (0.370, 2.222, 4.928)
H (1.013, 4.038, 2.821)
H (4.502, 0.989, 2.357)
H (6.771, 1.774, 3.021)
H (7.054, 3.912, 4.285)
H (5.030, 5.243, 4.893)
H (2.768, 4.411, 4.340)
H (2.749, -0.136, 4.247)
H (1.557, -1.308, 6.101)
H (-0.414, -0.206, 7.189)
H (-1.142, 2.068, 6.435)
H (0.084, 3.232, 4.622)



4.
Below is an isolated molecule of C7H11N3O, with properties calculated with ωB97M-V/def2-TZVPD.

HOMO-LUMO gap: 8.276 eV
net charge: 0
E_LUMO: 0.602 eV
energy relative to the best compared isomer or geometry (same formula, charge and spin): 110.8 kcal/mol
highest occupied orbital energy: -0.2820 Ha

Positions of all 22 atoms, in Å:
C (2.406, -0.628, -0.013)
C (3.810, -0.465, 0.001)
C (-1.701, -0.027, -0.842)
C (-1.792, 0.126, 0.695)
C (-0.158, 0.189, -1.143)
C (-0.389, 0.229, 1.320)
C (0.411, 0.809, 0.148)
N (2.724, 1.558, -0.054)
N (4.828, -1.248, -0.046)
N (1.842, 0.595, 0.056)
O (3.957, 0.953, -0.079)
H (1.943, -1.593, -0.107)
H (-1.862, -0.935, -1.306)
H (-2.374, 0.719, -1.469)
H (-2.365, 1.173, 0.903)
H (-2.293, -0.550, 1.276)
H (0.202, -0.820, -1.302)
H (-0.200, 0.922, -2.013)
H (-0.325, 0.875, 2.116)
H (-0.085, -0.682, 1.605)
H (0.387, 1.833, 0.042)
H (5.612, -0.595, -0.184)



5.
Below is a 2-piece molecular cluster, C4H11N2O overall, with properties calculated with ωB97M-V/def2-TZVPD.

HOMO-LUMO gap: 3.552 eV
net charge: +1
E_LUMO: -8.532 eV
energy relative to the best compared isomer or geometry (same formula, charge and spin): 129.9 kcal/mol
highest occupied orbital energy: -0.4441 Ha

Positions of all 18 atoms, in Å:
O (1.738, 0.530, -0.460)
C (0.607, 0.566, -0.833)
C (-0.424, -0.421, -0.366)
C (-1.736, -0.413, -0.860)
C (-2.668, 0.539, 0.049)
N (-2.778, -0.064, 1.356)
N (5.251, -0.511, 0.481)
H (0.223, 1.343, -1.514)
H (-0.031, -1.324, 0.116)
H (-2.210, -1.395, -0.843)
H (-1.838, 0.021, -1.857)
H (-3.649, 0.602, -0.413)
H (-2.207, 1.527, 0.039)
H (-1.885, -0.351, 1.751)
H (-3.210, 0.534, 2.059)
H (4.926, -0.807, -0.427)
H (4.610, -0.871, 1.178)
H (5.281, 0.496, 0.544)



6.
Below is C17H17Cl5HfN4O5 as an isolated structure, with properties calculated with ωB97M-V/def2-TZVPD.

HOMO-LUMO gap: 9.152 eV
net charge: +2
E_LUMO: -7.119 eV
energy relative to the best compared isomer or geometry (same formula, charge and spin): 0.0 kcal/mol
highest occupied orbital energy: -0.5979 Ha

Positions of all 49 atoms, in Å:
Hf (-0.835, 0.410, -1.153)
O (-2.447, -2.354, -3.684)
C (-1.768, -1.570, -3.163)
O (-2.047, -0.882, -1.998)
C (-0.455, -1.096, -3.786)
C (0.092, -1.687, -4.853)
C (1.192, -1.065, -5.455)
C (1.642, 0.156, -4.941)
C (1.131, 0.623, -3.714)
N (0.073, 0.017, -3.171)
H (-0.351, -2.572, -5.286)
H (1.671, -1.412, -6.346)
H (2.405, 0.717, -5.454)
H (1.521, 1.503, -3.180)
Cl (-1.429, 2.685, -2.513)
C (-2.978, 2.979, -1.647)
Cl (-3.304, 1.692, -0.450)
H (-3.776, 2.962, -2.396)
H (-2.891, 3.926, -1.230)
Cl (1.697, -4.550, -0.978)
C (2.498, -3.031, -0.798)
Cl (3.498, -2.968, 0.643)
Cl (3.362, -2.749, -2.285)
C (1.483, -1.970, -0.691)
N (0.689, -1.190, -0.574)
C (0.989, -1.457, 4.461)
C (0.500, -1.118, 3.024)
C (-0.165, 0.361, 2.817)
C (-1.184, 0.644, 3.897)
C (-1.981, 1.918, 3.635)
C (1.040, 1.337, 2.828)
O (1.613, 1.612, 3.821)
N (1.593, 1.694, 1.553)
C (0.850, 1.676, 0.456)
O (1.187, 1.788, -0.757)
N (-0.460, 1.405, 0.685)
C (-0.845, 0.446, 1.513)
O (-1.624, -0.405, 0.968)
H (1.471, -2.452, 4.432)
H (0.122, -1.578, 5.136)
H (1.653, -0.734, 4.863)
H (-0.332, -1.751, 2.633)
H (1.350, -1.078, 2.309)
H (-0.689, 0.658, 4.842)
H (-1.801, -0.237, 3.895)
H (-1.351, 2.824, 3.564)
H (-2.723, 2.039, 4.443)
H (-2.441, 1.918, 2.627)
H (2.554, 1.914, 1.458)



Ordered DFT total energy results: -3166.866614; -4548.608111; -2663.912301; -512.681254; -343.357128; -3601.818501; unit hartree.